Computed, not measured: 2 unconnected molecules or ions with the total composition C13H18Br2O4 at a distorted geometry, with ωB97M-V/def2-TZVPD.

Summary:
**DFT total energy**: -5955.12996 a.u.
**Net charge**: 0
**SMILES**: Cc1cccc(COC(=O)O[C@H](Br)[C@@H](C)Br)c1.CO
**Largest force on an atom**: 2.805 eV Å⁻¹
**LUMO**: 0.397 eV
**HOMO-LUMO gap**: 0.35212 Eh
**Molar mass**: 398.1 g/mol

Last columns: bonded neighbours and bond lengths (Å).
Atoms and positions in Å:
1 C -3.954 0.175 -1.191  C2 1.512, H18 1.094, H19 1.091, H20 1.097
2 C -2.731 -0.710 -1.277  C1 1.512, C3 1.376, C17 1.381
3 C -2.768 -2.059 -1.546  C2 1.376, C4 1.377, H21 1.086
4 C -1.590 -2.771 -1.592  C3 1.377, C5 1.366, H22 1.087
5 C -0.374 -2.201 -1.344  C4 1.366, C6 1.386, H23 1.086
6 C -0.329 -0.848 -1.048  C5 1.386, C7 1.515, C17 1.367
7 C 1.034 -0.259 -0.748  C6 1.515, O8 1.434, H24 1.094, H25 1.096
8 O 1.040 1.153 -0.502  C7 1.434, C9 1.351
9 C 0.513 1.522 0.686  O8 1.351, O10 1.211, O11 1.374
10 O 0.453 2.700 0.960  C9 1.211
11 O 0.005 0.559 1.526  C9 1.374, C12 1.430
12 C 0.794 0.255 2.679  O11 1.430, Br13 1.945, C14 1.545, H26 1.093
13 Br 2.640 0.856 2.573  C12 1.945
14 C 0.825 -1.283 2.811  C12 1.545, C15 1.533, Br16 1.957, H27 1.092
15 C 1.448 -1.747 4.133  C14 1.533, H28 1.092, H29 1.094, H30 1.092
16 Br -0.976 -2.039 2.682  C14 1.957
17 C -1.497 -0.139 -1.036  C2 1.381, C6 1.367, H31 1.090
18 H -3.725 1.118 -1.697  C1 1.094
19 H -4.855 -0.296 -1.586  C1 1.091
20 H -4.143 0.434 -0.142  C1 1.097
21 H -3.731 -2.531 -1.717  C3 1.086
22 H -1.638 -3.829 -1.838  C4 1.087
23 H 0.527 -2.807 -1.390  C5 1.086
24 H 1.551 -0.828 0.030  C7 1.094
25 H 1.639 -0.403 -1.651  C7 1.096
26 H 0.260 0.647 3.549  C12 1.093
27 H 1.397 -1.670 1.966  C14 1.092
28 H 2.491 -1.441 4.236  C15 1.092
29 H 1.459 -2.841 4.102  C15 1.094
30 H 0.828 -1.394 4.960  C15 1.092
31 H -1.432 0.928 -0.824  C17 1.090
32 C 2.233 3.532 -2.358  O33 1.428, H34 1.084, H35 1.093, H36 1.093
33 O 2.943 3.381 -3.588  C32 1.428, H37 0.960
34 H 1.576 2.679 -2.235  C32 1.084
35 H 2.933 3.568 -1.520  C32 1.093
36 H 1.633 4.446 -2.379  C32 1.093
37 H 3.520 4.143 -3.683  O33 0.960